99
Properties=species:S:1:pos:R:3 method="wB97M-V/def2-TZVPD" total_charge=+1 de_lowest_kj_mol=379.7 e_homo_ev=-10.549
C -3.6179 -1.1370 -1.2061
C -4.5248 -0.2919 -1.8070
C -4.9701 0.8591 -0.9867
C -4.2589 2.0405 -0.8561
N -4.7060 3.0202 -0.0531
C -5.8427 2.9194 0.6453
C -6.6019 1.7808 0.5417
C -6.1706 0.7317 -0.2698
C -6.9601 -0.5556 -0.3394
O -6.5450 -1.5507 0.1620
O -8.1346 -0.4893 -0.9898
H -2.6134 -0.7686 -1.0042
H -3.9204 -2.1268 -0.8784
H -4.9171 -0.4469 -2.8100
H -3.3349 2.1924 -1.3909
H -4.1409 3.8558 0.0352
H -6.1326 3.7355 1.2870
H -7.5148 1.6862 1.1112
H -8.4837 0.4109 -0.9765
C 0.9996 -3.2776 3.2565
O 1.1717 -1.8731 3.1721
C 1.4597 -1.4128 1.8632
C 0.2424 -0.8180 1.1960
O -0.7628 -1.7940 0.9422
C -1.8072 -1.7690 1.8924
H 0.5627 -3.4958 4.2292
H 0.3327 -3.6508 2.4755
H 1.9644 -3.7895 3.1829
H 1.8758 -2.2184 1.2508
H 2.2214 -0.6313 1.9569
H 0.5415 -0.4040 0.2267
H -0.1560 0.0000 1.8035
H -2.4474 -0.8911 1.7232
H -1.4364 -1.7516 2.9196
H -2.4058 -2.6689 1.7553
C 0.2745 5.2401 3.9770
O -0.4552 4.3711 4.8250
C -1.3694 3.5389 4.1435
C -0.8298 2.1379 3.9527
O 0.2874 2.1184 3.0842
C 1.5319 2.0157 3.7707
H 1.0921 5.6559 4.5619
H 0.6888 4.7097 3.1162
H -0.3608 6.0622 3.6286
H -1.6368 3.9745 3.1724
H -2.2775 3.4869 4.7546
H -1.6121 1.5196 3.4930
H -0.5780 1.6938 4.9198
H 1.6689 0.9974 4.1487
H 1.5937 2.7247 4.5985
H 2.3277 2.2352 3.0605
C -3.8004 -1.5673 -5.8326
O -4.5667 -2.2397 -4.8463
C -5.6296 -3.0116 -5.3958
C -5.2831 -4.4815 -5.4640
O -4.2304 -4.7303 -6.3769
C -2.9712 -4.9252 -5.7580
H -2.8900 -1.2084 -5.3535
H -3.5276 -2.2333 -6.6527
H -4.3513 -0.7087 -6.2327
H -5.8987 -2.6390 -6.3881
H -6.4965 -2.8839 -4.7399
H -6.1606 -5.0294 -5.8197
H -5.0302 -4.8592 -4.4681
H -2.9247 -5.9084 -5.2789
H -2.7603 -4.1510 -5.0159
H -2.2134 -4.8821 -6.5379
C 7.8514 2.5019 3.6887
O 7.7654 2.3597 2.2824
C 6.8468 1.3635 1.8661
C 5.5385 1.9629 1.4061
O 4.8364 2.5864 2.4744
C 4.9675 3.9965 2.4793
H 8.3911 3.4251 3.8917
H 6.8627 2.5600 4.1506
H 8.4071 1.6669 4.1282
H 6.6708 0.6400 2.6681
H 7.3015 0.8323 1.0247
H 4.9014 1.1587 1.0251
H 5.7090 2.6734 0.5911
H 4.3627 4.4442 1.6821
H 6.0078 4.3054 2.3599
H 4.6009 4.3576 3.4396
C 4.9078 -1.6662 -4.1287
O 3.9239 -2.3568 -3.3777
C 4.4072 -2.8700 -2.1476
C 4.0027 -1.9989 -0.9807
O 4.6164 -0.7206 -1.0297
C 3.7551 0.2935 -1.5099
H 4.3941 -1.1240 -4.9206
H 5.4609 -0.9540 -3.5119
H 5.6103 -2.3709 -4.5849
H 5.4948 -2.9846 -2.1760
H 3.9657 -3.8623 -2.0138
H 4.3315 -2.4794 -0.0534
H 2.9128 -1.8981 -0.9421
H 3.0172 0.5561 -0.7408
H 3.2386 -0.0120 -2.4229
H 4.3633 1.1709 -1.7240

9
Properties=species:S:1:pos:R:3 method="wB97M-V/def2-TZVPD" de_lowest_kj_mol=496.4 e_homo_ev=-11.114
C 1.7290 0.0286 -0.0819
C -1.2736 -0.0056 -0.0177
N -0.1339 0.0478 0.7913
O 2.7460 -0.0993 -0.6662
O 1.1115 1.1477 0.2868
O 0.8312 -0.9080 0.3344
H -1.6739 -1.0425 -0.0608
H -1.9164 0.6203 0.5450
H -1.4200 0.2112 -1.1307

9
Properties=species:S:1:pos:R:3 method="wB97M-V/def2-TZVPD" de_lowest_kj_mol=93.2 e_homo_ev=-9.519
N -0.3966 0.2535 0.4084
O 0.8265 -1.1005 -2.3537
P 1.6802 -0.9475 -3.6417
S 0.3780 -0.9437 -5.1034
S 3.6028 -0.8966 -3.5757
H 1.3059 -0.9572 -1.5186
H -0.4363 0.2529 -0.5890
H -0.5999 -0.7159 0.6061
H -1.1012 0.9612 0.7752

| no. | HOMO-LUMO gap (eV) |
| --- | --- |
| 1 | 5.834 |
| 2 | 10.201 |
| 3 | 8.847 |